Entry from the Open Molecules 2025 dataset: a molecular structure, C80H180AsF6P5 at a distorted geometry (ωB97M-V/def2-TZVPD).

```
272
C80H180AsF6P5, DFT ωB97M-V/def2-TZVPD
As -1.2605 -2.4538 1.7751
F -1.5304 -4.1516 1.2893
F -2.8014 -2.0592 0.9712
F -1.1209 -0.7827 2.2254
F 0.3682 -2.8794 2.5915
F -0.4509 -2.1600 0.2630
F -2.1223 -2.9157 3.2867
C 3.7160 2.7490 -5.1858
C 3.2667 1.3715 -4.8768
C 1.9611 0.9006 -5.5471
C 0.7459 1.7682 -5.1643
P -0.7399 1.3708 -6.2330
C -1.7412 2.8487 -6.4162
C -3.1827 2.6198 -7.0347
C -4.0891 3.8103 -6.6873
C -5.5134 3.5476 -7.3472
C -0.3511 0.5803 -7.8660
C 0.2200 -0.8723 -7.8786
C 0.0401 -1.4157 -9.3407
C 0.8106 -2.7343 -9.5022
C -1.7873 0.2311 -5.2706
C -2.5745 0.8729 -4.1015
C -3.3640 -0.1848 -3.4034
C -2.3870 -1.2262 -2.7101
H 2.9358 3.4409 -4.8683
H 3.9534 2.7662 -6.2495
H 4.6336 3.0207 -4.6641
H 3.0628 1.3509 -3.8062
H 4.1259 0.7274 -5.0638
H 1.7898 -0.1369 -5.2601
H 2.0196 1.0103 -6.6300
H 0.9645 2.8159 -5.3711
H 0.3442 1.7323 -4.1517
H -1.1722 3.4906 -7.0888
H -1.7252 3.3676 -5.4578
H -3.6105 1.7247 -6.5832
H -3.1557 2.4684 -8.1138
H -3.6186 4.7295 -7.0363
H -4.2102 4.0014 -5.6211
H -6.2486 4.3160 -7.1084
H -5.9556 2.6530 -6.9086
H -5.3148 3.3886 -8.4071
H 0.3102 1.2404 -8.4273
H -1.2478 0.6472 -8.4821
H -0.4701 -1.4465 -7.2604
H 1.2809 -0.8895 -7.6291
H 0.4816 -0.7993 -10.1237
H -1.0096 -1.4860 -9.6257
H 1.8953 -2.7740 -9.4030
H 0.5812 -3.1239 -10.4940
H 0.4651 -3.5446 -8.8602
H -1.0993 -0.5551 -4.9597
H -2.4200 -0.2839 -5.9935
H -3.2652 1.6072 -4.5160
H -1.8872 1.4216 -3.4575
H -3.9239 -0.6734 -4.2007
H -4.1325 0.1528 -2.7080
H -3.0042 -1.7606 -1.9879
H -1.5495 -0.7892 -2.1663
H -1.9740 -1.9391 -3.4238
C -0.4080 -6.1450 2.7569
C 0.8307 -6.8587 2.1810
C 1.0297 -6.7530 0.6317
C 1.3394 -5.3804 0.1415
P 1.1914 -5.0886 -1.7003
C 2.3574 -3.7961 -2.0298
C 1.9792 -2.3475 -1.7219
C 2.9922 -1.3483 -2.2959
C 4.4629 -1.6032 -1.7676
C 1.6953 -6.6409 -2.5426
C 3.1213 -7.0637 -2.1553
C 3.4758 -8.4943 -2.6748
C 2.5981 -9.5496 -1.9848
C -0.5210 -4.6365 -2.1150
C -1.4399 -5.8624 -2.2152
C -2.9208 -5.6756 -2.5041
C -3.5552 -4.8521 -1.3280
H -0.2333 -5.1060 3.0363
H -0.7827 -6.5759 3.6853
H -1.1737 -6.2613 1.9900
H 0.8044 -7.9287 2.3873
H 1.6966 -6.5355 2.7588
H 0.1342 -7.1334 0.1404
H 1.8119 -7.4293 0.2870
H 2.3537 -5.1714 0.4816
H 0.6997 -4.6614 0.6531
H 2.6212 -3.9430 -3.0772
H 3.2415 -4.1698 -1.5133
H 1.8247 -2.1270 -0.6656
H 0.9936 -2.1579 -2.1472
H 2.7039 -0.3225 -2.0663
H 3.0047 -1.4991 -3.3753
H 4.8396 -2.5772 -2.0801
H 4.4004 -1.4638 -0.6883
H 5.2227 -0.8905 -2.0883
H 1.5533 -6.4325 -3.6030
H 0.9737 -7.4075 -2.2601
H 3.3807 -7.0604 -1.0966
H 3.7690 -6.2609 -2.5077
H 4.5255 -8.7174 -2.4844
H 3.4208 -8.4074 -3.7600
H 1.6313 -9.6645 -2.4748
H 2.4921 -9.4597 -0.9037
H 3.1511 -10.4417 -2.2789
H -0.4893 -4.1494 -3.0896
H -0.9940 -3.7991 -1.6020
H -1.3938 -6.4774 -1.3164
H -1.2283 -6.5554 -3.0295
H -3.4971 -6.5932 -2.6224
H -2.9036 -5.1396 -3.4531
H -2.9989 -3.9166 -1.2683
H -3.4801 -5.2221 -0.3056
H -4.5633 -4.5958 -1.6540
C 5.5458 -4.4323 0.7257
C 5.2214 -5.6914 1.6159
C 4.2529 -5.4286 2.8070
C 4.9166 -4.7179 4.0181
P 3.7879 -3.8745 5.2767
C 4.3728 -4.2287 6.9579
C 3.9546 -5.5995 7.5882
C 4.1925 -6.8878 6.8491
C 3.9413 -8.1169 7.6785
C 3.8776 -2.0881 4.9442
C 3.1672 -1.6598 3.5653
C 2.8794 -0.2262 3.4429
C 2.3715 0.1396 2.0113
C 2.0994 -4.3967 5.1532
C 1.0483 -3.8138 6.0815
C -0.4787 -4.2176 5.9669
C -1.3127 -3.4661 6.9798
H 4.5851 -4.2995 0.2281
H 6.3340 -4.5823 -0.0121
H 5.9250 -3.5988 1.3169
H 6.1476 -6.0956 2.0244
H 4.8322 -6.4989 0.9957
H 3.8245 -6.4147 2.9864
H 3.4338 -4.8492 2.3812
H 5.5192 -3.8984 3.6265
H 5.5880 -5.3748 4.5711
H 4.1550 -3.3588 7.5775
H 5.4400 -4.0641 6.8091
H 2.9497 -5.5382 8.0061
H 4.5610 -5.6266 8.4935
H 5.1396 -6.8997 6.3097
H 3.5299 -7.0348 5.9962
H 2.9277 -8.1309 8.0793
H 4.5764 -8.2429 8.5554
H 4.0914 -9.0348 7.1103
H 4.9336 -1.8225 4.9940
H 3.3554 -1.4984 5.6976
H 2.1641 -2.0862 3.5717
H 3.6671 -2.0195 2.6659
H 3.7559 0.4020 3.6015
H 2.1325 0.1429 4.1457
H 1.3282 -0.1622 1.9189
H 3.0033 -0.1703 1.1789
H 2.2645 1.2124 1.8503
H 2.2105 -5.4807 5.1788
H 1.8317 -4.1390 4.1285
H 1.1095 -2.7337 5.9487
H 1.3354 -4.0556 7.1048
H -0.4758 -5.2737 6.2364
H -0.8546 -4.2080 4.9438
H -2.3829 -3.6726 6.9648
H -1.2048 -2.4232 6.6817
H -0.9256 -3.6494 7.9821
C -6.4437 6.2999 4.0398
C -6.4418 5.4774 2.7362
C -5.1258 4.6688 2.5465
C -5.1517 3.6746 1.2881
P -4.9326 1.9114 1.6851
C -5.5443 0.9165 0.2360
C -4.7278 -0.3355 0.0704
C -5.4119 -1.4074 -0.7499
C -6.8051 -1.8327 -0.2485
C -3.1424 1.6044 1.8586
C -2.4749 2.3621 2.9907
C -0.9068 2.5223 2.7619
C -0.2033 2.8671 4.1301
C -5.7635 1.3504 3.2089
C -6.1348 -0.1482 3.3417
C -5.1342 -1.2048 3.8483
C -4.6511 -1.1610 5.3000
H -5.8433 7.1840 3.8254
H -6.0502 5.6883 4.8517
H -7.4093 6.6952 4.3551
H -6.5633 6.1438 1.8821
H -7.3301 4.8495 2.8041
H -4.9408 4.1345 3.4784
H -4.3778 5.4602 2.4977
H -4.3638 3.9415 0.5838
H -6.0706 3.7168 0.7034
H -5.6107 1.5332 -0.6604
H -6.5836 0.7817 0.5355
H -4.5761 -0.8081 1.0408
H -3.7279 -0.1762 -0.3333
H -4.8729 -2.3540 -0.7122
H -5.5661 -1.1441 -1.7964
H -6.7068 -2.4102 0.6706
H -7.2843 -2.5995 -0.8573
H -7.4778 -1.0073 -0.0157
H -2.6513 1.8769 0.9244
H -3.0792 0.5181 1.9214
H -2.8200 1.9923 3.9562
H -2.7953 3.4039 2.9864
H -0.8213 3.3712 2.0835
H -0.3757 1.6409 2.4026
H -0.3947 2.3171 5.0515
H -0.4090 3.9111 4.3667
H 0.8782 2.8134 4.0053
H -6.5797 2.0474 3.3992
H -4.9901 1.5576 3.9486
H -6.6478 -0.4002 2.4136
H -6.9253 -0.1921 4.0909
H -4.2763 -1.1394 3.1790
H -5.4428 -2.2365 3.6803
H -5.4160 -1.4521 6.0199
H -4.2243 -0.1928 5.5617
H -3.8308 -1.8720 5.3989
C 0.9562 2.4466 -1.2921
C 2.0957 3.0896 -0.3952
C 1.6346 4.4520 0.1965
C 1.4689 5.5405 -0.8556
P 1.0378 7.2559 -0.2123
C 0.4258 8.3322 -1.5304
C 0.4440 9.8460 -1.2693
C -0.0850 10.7538 -2.4081
C 0.8985 11.0370 -3.5415
C -0.2571 7.1331 1.1179
C 0.3059 6.8344 2.5379
C -0.8776 6.8119 3.4918
C -0.3328 6.9346 4.9658
C 2.5475 8.0927 0.3664
C 3.6834 8.2709 -0.6105
C 5.0206 8.4859 0.0798
C 6.2057 8.6955 -0.8589
H 1.4013 1.6006 -1.8158
H 0.5865 3.1636 -2.0252
H 0.1113 2.1142 -0.6890
H 2.9887 2.9925 -1.0125
H 2.3076 2.3622 0.3884
H 2.4530 4.7057 0.8702
H 0.7273 4.2888 0.7782
H 0.5946 5.3437 -1.4760
H 2.2882 5.4499 -1.5688
H -0.5970 7.9582 -1.5755
H 1.0261 8.0542 -2.3967
H 1.4535 10.1792 -1.0287
H -0.2078 10.1026 -0.4341
H -0.3872 11.6412 -1.8518
H -1.0227 10.3639 -2.8041
H 1.8302 11.5272 -3.2590
H 0.4631 11.6083 -4.3613
H 1.1409 10.0795 -4.0026
H -0.8848 6.3103 0.7756
H -0.8500 8.0355 0.9695
H 1.0574 7.5891 2.7696
H 0.8880 5.9213 2.6621
H -1.4370 5.8859 3.3588
H -1.6422 7.5134 3.1579
H 0.2751 7.8103 5.1931
H 0.0640 6.0175 5.4013
H -1.2392 7.2045 5.5078
H 2.8802 7.5490 1.2505
H 2.1949 9.0493 0.7522
H 3.5414 9.1094 -1.2923
H 3.8390 7.4904 -1.3552
H 5.2500 7.7036 0.8033
H 5.0188 9.3989 0.6751
H 7.1180 8.8231 -0.2763
H 5.9478 9.5174 -1.5268
H 6.4532 7.8946 -1.5556
```

Properties
lowest unoccupied orbital energy	-7.10	eV
HOMO-LUMO gap	10.074	eV
E_tot	-7696.84170	Ha
charge	+4

These are the Löwdin partial charges, in e, on atoms 1 to 4: 0.911, -0.272, -0.259, -0.240